Computed, not measured: the molecule C3H4OS3 at a distorted geometry, with ωB97M-V/def2-TZVPD.

The geometry in XYZ format:
```
11
Properties=species:S:1:pos:R:3:forces:R:3
O 1.337 -2.216 1.176 -2.3 3.9 -1.4
C 0.784 -1.199 0.698 1.4 -2.4 -0.7
S 1.469 -0.380 -0.799 0.1 -1.2 1.2
C 0.703 1.202 -0.753 -1.0 1.4 0.0
S -1.026 1.581 -1.008 -1.7 -1.1 -0.9
C -1.613 0.898 0.525 4.4 1.2 2.2
S -0.941 -0.793 1.008 -0.5 -0.8 0.9
H 0.762 1.756 0.199 1.6 -0.1 -0.5
H 1.040 1.664 -1.690 0.9 0.5 0.8
H -2.642 0.788 0.685 -1.4 0.0 -0.1
H -1.135 1.588 1.364 -1.4 -1.3 -1.5
```
Forces are in eV/Å.

The value obtained for the gap between HOMO and LUMO is 9.370 eV. The largest force on an atom comes out at 0.098 Eh/bohr. The HOMO energy comes out at -9.38 eV. The spin multiplicity is 1. As for the energy: -1386.459901 Ha.

---

Computed, not measured: a structure of composition C3H6ClNO3S at a distorted geometry, with ωB97M-V/def2-TZVPD.

The geometry in XYZ format:
```
15
Properties=species:S:1:pos:R:3:forces:R:3
C -1.134 1.084 0.239 -0.3 -4.3 -0.8
C -0.776 -1.688 -0.430 0.2 -0.5 1.5
C -0.079 -0.387 -0.673 -0.8 3.1 0.6
N -0.436 2.155 0.312 3.9 3.2 0.6
O -2.245 0.831 0.566 -0.2 -0.2 -0.2
O 2.080 -1.786 0.065 0.0 -0.7 -0.2
O 1.475 0.108 1.527 -0.9 -0.7 0.0
S 1.440 -0.536 0.245 1.4 2.4 -0.1
Cl 2.566 0.919 -0.822 0.0 -0.3 -0.2
H -0.923 -1.579 0.639 -0.4 -0.3 0.7
H -1.811 -1.711 -0.741 0.1 -0.3 -0.8
H -0.146 -2.631 -0.433 -0.9 1.1 -1.0
H 0.116 0.178 -1.632 -0.1 -1.5 0.8
H 0.620 2.045 0.304 -1.9 0.3 -0.2
H -0.749 2.999 0.834 -0.1 -1.2 -0.6
```
Forces are in eV/Å.

The value obtained for the gap between HOMO and LUMO is 10.146 eV. The largest force on an atom comes out at 0.098 Eh/bohr. The HOMO energy comes out at -9.94 eV. The spin multiplicity is 1. As for the energy: -1256.701271 Ha.

---

Computed, not measured: a cluster of 2 separate species, C4H12 in total at a distorted geometry, with ωB97M-V/def2-TZVPD.

The geometry in XYZ format:
```
16
Properties=species:S:1:pos:R:3:forces:R:3
C 1.279 1.551 -0.248 -0.7 -1.9 -1.9
C 1.922 0.512 0.592 1.0 -1.7 2.1
H 1.420 1.440 -1.332 0.5 0.0 0.2
H 0.236 1.670 -0.202 -1.6 -0.5 0.7
H 1.607 2.433 0.083 1.7 3.8 0.7
H 1.258 -0.368 0.878 1.3 0.8 -0.9
H 2.899 0.185 0.101 -1.2 0.1 0.9
H 2.172 0.905 1.651 -0.1 -0.3 -1.6
C -1.258 -0.357 -0.184 1.1 0.3 4.5
C -1.920 -1.728 -0.194 -0.5 -0.4 -0.8
H -2.088 0.297 0.224 1.4 0.2 -0.7
H -0.315 -0.292 0.613 -3.0 -0.2 -2.1
H -0.839 -0.071 -1.124 -0.1 0.3 -0.6
H -1.652 -2.104 -1.217 -0.6 -0.7 1.1
H -2.993 -1.520 -0.128 -0.2 -0.3 -0.6
H -1.840 -2.445 0.663 0.9 0.6 -0.8
```
Forces are in eV/Å.

The value obtained for the gap between HOMO and LUMO (alpha / beta) is 2.875 / 11.171 eV. The largest force on an atom comes out at 0.091 Eh/bohr. Its total charge is -1. The HOMO energy (alpha / beta) comes out at 1.54 / -6.71 eV. The spin multiplicity is 2. As for the energy: -159.468917 Ha.

---

Computed, not measured: a cluster of 3 separate species, C5H14O2 in total at a distorted geometry, with ωB97M-V/def2-TZVPD.

The geometry in XYZ format:
```
21
Properties=species:S:1:pos:R:3:forces:R:3
C -1.826 0.444 1.085 0.2 1.6 -0.3
C -1.265 -0.755 1.011 -0.6 -0.9 0.3
C -1.609 -1.670 -0.126 0.8 -0.3 -0.7
C -0.249 -1.244 2.021 0.8 1.0 -0.6
C 0.997 -1.875 1.394 1.3 -0.2 0.6
H -2.608 0.844 0.444 -0.1 -0.8 -0.4
H -1.419 1.310 1.610 0.1 -0.7 0.9
H -1.382 -2.731 -0.015 -0.3 -0.1 0.7
H -2.609 -1.572 -0.531 -0.1 0.2 0.0
H -0.873 -1.414 -0.907 -0.4 0.1 -0.1
H -0.608 -1.988 2.731 -0.7 0.1 -0.2
H -0.014 -0.334 2.582 0.4 -0.3 0.3
H 1.588 -2.404 2.156 -0.5 -0.2 0.0
H 0.775 -2.599 0.619 -0.2 -0.1 -0.1
H 1.793 -1.220 1.024 -0.7 0.5 -0.4
O 3.025 3.361 -4.625 -0.1 -0.1 0.2
H 2.731 4.251 -4.399 0.0 -0.2 0.0
H 2.764 2.801 -3.877 0.0 0.3 -0.2
O 0.593 2.205 -0.979 -0.9 -0.1 0.1
H -0.315 1.857 -1.037 0.5 -0.1 -0.2
H 0.510 2.733 -0.180 0.4 0.2 0.1
```
Forces are in eV/Å.

The value obtained for the gap between HOMO and LUMO is 10.093 eV. The largest force on an atom comes out at 0.032 Eh/bohr. The HOMO energy comes out at -9.44 eV. The spin multiplicity is 1. As for the energy: -349.337837 Ha.

---

Computed, not measured: a cluster of 2 separate species, C8H18N3O3 in total, with ωB97M-V/def2-TZVPD.

The geometry in XYZ format:
```
32
Properties=species:S:1:pos:R:3:forces:R:3
N -0.278 0.761 1.160 0.2 -0.1 0.2
C 0.274 -0.583 1.033 0.0 0.7 0.1
C -0.663 -1.513 0.293 0.5 -0.4 0.0
C -0.144 -2.954 0.427 -0.4 0.8 0.2
N 1.338 -2.969 0.713 0.3 -0.8 -0.2
N 1.837 -4.302 0.408 0.3 -0.1 0.1
C 2.063 -1.934 -0.083 0.1 0.7 -0.1
C 1.544 -0.508 0.190 -0.4 -0.7 0.2
H -1.105 0.766 1.752 0.0 -0.1 -0.1
H 0.400 1.328 1.665 -0.1 0.1 -0.2
H 0.528 -0.986 2.023 -0.1 -0.2 0.1
H -0.632 -1.241 -0.756 -0.3 0.2 -0.2
H -1.686 -1.429 0.635 -0.2 -0.1 0.1
H -0.256 -3.514 -0.487 -0.1 -0.3 -0.1
H -0.638 -3.444 1.256 0.1 -0.4 0.0
H 1.496 -2.833 1.709 -0.1 0.3 0.0
H 2.289 -4.684 1.236 -0.2 0.0 0.0
H 2.573 -4.222 -0.290 -0.2 0.1 -0.1
H 1.888 -2.197 -1.119 0.0 -0.2 -0.2
H 3.124 -2.027 0.109 0.2 -0.2 0.2
H 1.225 -0.103 -0.761 0.2 0.4 -0.2
H 2.294 0.128 0.642 0.2 0.0 0.1
C -0.884 3.572 -0.781 0.1 0.1 0.0
C -1.903 3.089 -1.791 0.0 -0.1 -0.1
O -3.027 3.923 -1.511 0.1 0.0 0.0
C -2.579 5.062 -0.916 -0.1 0.1 0.0
O -3.240 6.021 -0.706 0.1 -0.1 0.0
O -1.264 4.936 -0.591 0.0 -0.1 -0.1
H 0.140 3.511 -1.142 0.0 0.2 0.0
H -0.961 3.047 0.168 0.0 0.0 0.0
H -1.586 3.259 -2.822 0.0 0.0 0.0
H -2.168 2.041 -1.666 -0.1 0.1 0.0
```
Forces are in eV/Å.

The value obtained for the gap between HOMO and LUMO is 9.239 eV. The largest force on an atom comes out at 0.017 Eh/bohr. Its total charge is +1. The HOMO energy comes out at -12.74 eV. The spin multiplicity is 1. As for the energy: -705.336997 Ha.